Arrangement A

Density functional theory data (wB97M-V/def2-TZVPD) for one molecule with the formula C8H6N2O.

Output
* lowest unoccupied orbital energy: -0.40 eV
* Kohn-Sham gap: 0.3052 Eh
* SMILES string: O=c1cn[nH]c2ccccc12

```
! RIJCOSX wB97M-V def2-TZVPD def2/J DEFGRID3
* xyz 0 1
O -0.339 -2.333 1.908
C 0.458 -1.572 1.172
C 1.869 -1.857 0.571
N 2.477 -0.950 -0.158
N 1.822 -0.075 -0.874
C 0.578 0.283 -0.600
C -0.147 1.477 -1.222
C -1.475 1.653 -0.907
C -2.019 0.881 0.041
C -1.342 0.058 0.877
C -0.036 -0.393 0.509
H 2.371 -2.807 1.079
H 2.389 0.662 -1.208
H 0.295 2.006 -2.174
H -2.152 2.489 -1.151
H -3.031 1.063 0.297
H -1.718 -0.585 1.842
*
```

---

Arrangement B

Density functional theory data (wB97M-V/def2-TZVPD) for one molecule with the formula C8H6N2O.

Output
* lowest unoccupied orbital energy (spin up / spin down): -1.37 / -1.25 eV
* Kohn-Sham gap (spin up / spin down): 0.2498 / 0.2882 Eh

```
! RIJCOSX wB97M-V def2-TZVPD def2/J DEFGRID3
* xyz 0 1
C -0.216 3.122 0.805
C 0.563 3.346 -0.114
C -0.974 2.054 1.278
C -0.517 -1.526 0.343
C 0.450 -1.319 -0.633
C 0.039 0.942 -0.566
C -1.232 -0.429 1.033
C 1.296 -2.438 -1.229
N 0.530 -0.078 -1.134
N -0.690 0.863 0.583
O -1.938 -0.580 2.026
H 1.008 4.017 -0.801
H -1.936 2.218 1.852
H -0.743 -2.415 0.705
H 0.537 -3.256 -1.327
H 2.120 -2.561 -0.686
H 1.702 -1.959 -2.136
*
```

---

Stability, highest: arrangement A

---

Arrangement A

Density functional theory data (wB97M-V/def2-TZVPD) for C34H29N3O5S2Tc as an isolated structure.

Output
* lowest unoccupied orbital energy (spin up / spin down): 3.90 / 3.90 eV
* Kohn-Sham gap (spin up / spin down): 0.1987 / 0.2218 Eh

```
! RIJCOSX wB97M-V def2-TZVPD def2/J DEFGRID3
* xyz -2 2
Tc 0.186 -0.216 -0.395
S 2.125 0.532 -1.735
C 2.727 1.938 -0.902
N 3.540 1.742 0.186
C 3.764 2.832 1.111
C 4.087 4.070 0.302
N 3.006 4.328 -0.620
C 2.504 5.680 -0.654
C 2.050 6.137 0.712
C 1.128 5.373 1.426
C 0.698 5.782 2.679
C 1.179 6.962 3.236
C 2.102 7.725 2.537
C 2.538 7.307 1.284
C 2.423 3.269 -1.327
S 1.452 3.588 -2.679
C 4.025 0.441 0.603
C 5.531 0.377 0.517
C 6.311 0.047 1.620
C 7.698 -0.007 1.524
C 8.321 0.272 0.317
C 7.549 0.602 -0.793
C 6.167 0.654 -0.693
H 4.601 2.572 1.761
H 2.874 2.986 1.731
H 5.036 3.913 -0.232
H 4.207 4.934 0.956
H 1.676 5.683 -1.361
H 3.256 6.378 -1.043
H 0.759 4.444 0.999
H -0.020 5.175 3.216
H 0.838 7.280 4.217
H 2.493 8.639 2.970
H 3.270 7.897 0.739
H 3.576 -0.302 -0.055
H 3.679 0.229 1.621
H 5.822 -0.169 2.565
H 8.290 -0.263 2.395
H 9.402 0.235 0.239
H 8.028 0.816 -1.742
H 5.559 0.916 -1.555
O -5.736 -3.836 1.208
C -4.632 -4.368 0.941
O -4.306 -5.572 0.874
C -3.490 -3.359 0.636
C -3.666 -2.002 0.870
C -2.639 -1.117 0.615
N -1.454 -1.508 0.125
C -1.279 -2.818 -0.128
C -2.263 -3.759 0.124
C 0.073 -3.182 -0.723
O 0.349 -4.353 -0.908
O 0.819 -2.163 -0.973
H -4.620 -1.658 1.246
H -2.743 -0.057 0.809
H -2.066 -4.804 -0.073
C 0.740 -1.486 2.318
C 0.932 -0.199 1.517
O 1.531 0.718 2.055
H 1.290 -1.431 3.260
H 1.068 -2.352 1.737
H -0.327 -1.622 2.512
C -0.616 1.282 -0.067
C -1.374 2.460 0.212
C -1.607 3.414 -0.785
C -2.308 4.571 -0.487
C -2.795 4.792 0.795
C -2.579 3.844 1.785
C -1.869 2.688 1.502
H -1.184 3.251 -1.770
H -2.464 5.314 -1.260
H -3.336 5.703 1.023
H -2.957 4.012 2.788
H -1.680 1.947 2.271
*
```

---

Arrangement B

Density functional theory data (wB97M-V/def2-TZVPD) for C34H29N3O5S2Tc as an isolated structure.

Output
* lowest unoccupied orbital energy (spin up / spin down): 3.64 / 3.63 eV
* Kohn-Sham gap (spin up / spin down): 0.1978 / 0.2100 Eh

```
! RIJCOSX wB97M-V def2-TZVPD def2/J DEFGRID3
* xyz -2 2
Tc -0.093 -0.110 0.092
S 0.128 0.272 2.470
C 1.797 0.115 2.817
N 2.181 -0.095 4.138
C 3.528 -0.545 4.394
C 4.469 0.348 3.620
N 4.142 0.260 2.216
C 5.244 -0.037 1.315
C 5.697 -1.477 1.439
C 6.844 -1.814 2.149
C 7.214 -3.144 2.319
C 6.436 -4.152 1.773
C 5.292 -3.825 1.053
C 4.924 -2.500 0.886
C 2.815 0.160 1.814
S 2.456 0.090 0.153
C 1.222 -0.365 5.189
C 1.104 -1.853 5.455
C 0.679 -2.694 4.424
C 0.616 -4.063 4.617
C 0.972 -4.614 5.844
C 1.394 -3.787 6.872
C 1.462 -2.412 6.673
H 3.675 -1.588 4.074
H 3.717 -0.493 5.468
H 5.500 0.024 3.763
H 4.378 1.381 3.979
H 6.077 0.634 1.547
H 4.914 0.175 0.300
H 7.460 -1.026 2.569
H 8.110 -3.389 2.878
H 6.720 -5.189 1.902
H 4.682 -4.605 0.615
H 4.030 -2.238 0.332
H 0.258 0.029 4.875
H 1.524 0.159 6.103
H 0.407 -2.258 3.469
H 0.292 -4.701 3.804
H 0.923 -5.686 5.993
H 1.680 -4.210 7.828
H 1.805 -1.765 7.474
O -0.461 1.972 -6.687
C -0.470 0.780 -6.325
O -0.581 -0.259 -7.011
C -0.387 0.546 -4.796
C -0.391 -0.743 -4.275
C -0.316 -0.938 -2.912
N -0.232 0.077 -2.041
C -0.221 1.329 -2.527
C -0.299 1.591 -3.885
C -0.065 2.426 -1.484
O -0.029 3.599 -1.829
O 0.055 1.971 -0.287
H -0.453 -1.578 -4.960
H -0.317 -1.928 -2.474
H -0.283 2.616 -4.227
C -3.022 -1.191 0.264
C -2.167 0.079 0.134
O -2.783 1.132 0.062
H -4.080 -0.928 0.354
H -2.689 -1.781 1.120
H -2.866 -1.806 -0.627
C 0.029 -1.798 0.215
C 0.420 -3.203 0.258
C 1.460 -3.575 1.120
C 1.848 -4.903 1.221
C 1.211 -5.875 0.457
C 0.179 -5.513 -0.401
C -0.221 -4.187 -0.496
H 1.947 -2.803 1.705
H 2.648 -5.176 1.899
H 1.516 -6.912 0.532
H -0.322 -6.267 -0.997
H -1.033 -3.903 -1.153
*
```

---

Stability, highest: arrangement B

---

Arrangement A

Density functional theory data (wB97M-V/def2-TZVPD) for a 2-piece molecular cluster, C6H15NS overall.

Output
* lowest unoccupied orbital energy: 0.70 eV
* Kohn-Sham gap: 0.3611 Eh
* SMILES string: C=C(C)C(C)C.NS

```
! RIJCOSX wB97M-V def2-TZVPD def2/J DEFGRID3
* xyz 0 1
C 1.759 -1.066 1.188
C 0.752 -0.716 0.432
C -0.424 -1.596 0.238
C 0.662 0.639 -0.152
C 0.738 1.682 0.993
C 1.833 0.857 -1.209
H 2.440 -0.321 1.383
H 1.903 -1.983 1.646
H -0.293 -2.582 0.648
H -0.519 -1.794 -0.771
H -1.275 -1.173 0.583
H -0.240 0.548 -0.738
H 0.411 2.636 0.729
H 0.069 1.345 1.836
H 1.633 1.740 1.603
H 2.729 0.825 -0.562
H 1.664 1.900 -1.767
H 1.843 -0.065 -1.917
N -2.637 0.051 -1.140
S -4.193 -0.500 -0.644
H -2.796 0.986 -1.318
H -2.139 -0.543 -1.818
H -3.919 -0.871 0.756
*
```

---

Arrangement B

Density functional theory data (wB97M-V/def2-TZVPD) for a 2-piece molecular cluster, C6H15NS overall.

Output
* lowest unoccupied orbital energy: 0.96 eV
* Kohn-Sham gap: 0.3605 Eh
* SMILES string: C=CCN.CCCS

```
! RIJCOSX wB97M-V def2-TZVPD def2/J DEFGRID3
* xyz 0 1
C 1.382 -2.449 0.144
C 2.054 -1.412 -0.409
C 1.925 -1.170 -1.878
N 1.755 0.322 -2.118
H 1.220 -2.637 1.264
H 0.754 -3.021 -0.465
H 2.707 -0.817 0.217
H 2.905 -1.416 -2.345
H 1.214 -1.855 -2.324
H 1.611 0.460 -3.127
H 2.740 0.691 -1.963
C -0.215 1.680 0.601
C -1.261 1.224 1.626
C -2.606 0.805 1.005
S -3.779 0.192 2.254
H 0.683 2.053 1.080
H -0.563 2.492 -0.028
H -0.007 0.892 -0.128
H -0.933 0.323 2.165
H -1.392 2.097 2.309
H -2.404 -0.014 0.283
H -2.988 1.646 0.438
H -4.802 -0.085 1.399
*
```

---

Stability, highest: arrangement B

---

Arrangement A

Density functional theory data (wB97M-V/def2-TZVPD) for an isolated ion of composition C5H8N and charge +1.

Output
* lowest unoccupied orbital energy (spin up / spin down): -4.28 / -10.87 eV
* Kohn-Sham gap (spin up / spin down): 0.3543 / 0.1957 Eh

```
! RIJCOSX wB97M-V def2-TZVPD def2/J DEFGRID3
* xyz 1 3
C -0.880 0.382 1.982
C -0.146 0.274 0.791
C 0.878 1.221 0.412
C -0.090 -0.857 -1.504
C -0.469 -0.814 -0.021
N -1.364 0.581 3.097
H 1.528 0.930 -0.311
H 1.344 1.714 1.139
H 0.498 2.204 -0.210
H -0.154 0.155 -2.089
H -0.500 -1.623 -2.089
H 1.082 -1.160 -1.743
H -0.264 -1.734 0.568
H -1.463 -1.273 -0.022
*
```

---

Arrangement B

Density functional theory data (wB97M-V/def2-TZVPD) for an isolated ion of composition C5H8N and charge +1.

Output
* lowest unoccupied orbital energy (spin up / spin down): -4.74 / -9.19 eV
* Kohn-Sham gap (spin up / spin down): 0.3035 / 0.2695 Eh

```
! RIJCOSX wB97M-V def2-TZVPD def2/J DEFGRID3
* xyz 1 3
C -1.008 0.170 0.236
C -0.239 0.862 1.426
C 0.087 0.019 -0.836
C 1.430 0.027 0.238
C 0.115 -1.293 -1.455
N 1.093 0.536 1.293
H -1.833 0.782 -0.059
H -1.453 -0.852 0.354
H -0.857 0.617 2.390
H -0.369 1.968 1.410
H 0.478 0.819 -1.487
H 2.322 0.060 -0.236
H 0.635 -1.639 -2.356
H -0.401 -2.076 -0.920
*
```

---

Stability, highest: arrangement B